(1)
ORCA calculation (ωB97M-V with the def2-TZVPD basis set) on C10H16NO2P in the gas phase.

Values from the calculation:
* SMILES string: C=C(C)C(=O)P(C)(=NC)C(=O)C(=C)C
* E_LUMO: -0.198 eV
* DFT total energy: -25498.36882 eV
* relative energy (zero: lowest compared OMol25 entry of this formula, charge and spin): 4.245 eV
* orbital gap: 7.89 eV

Last column: Mulliken charge in e.
Element x y z (Å)
C -3.36362 -0.91120 0.54980  -1.2778
C -2.27250 -0.30943 1.01675  0.6135
C -1.87860 -0.33245 2.40527  -1.1905
C -1.46696 0.37228 0.02843  0.5810
O -1.49913 1.47478 -0.43895  -0.5348
P 0.11771 -0.65882 -0.41162  0.4518
C -0.58852 -2.55373 -0.63474  -1.0666
N 0.93562 -0.77949 0.92423  -0.5343
C 1.57321 0.27762 1.79706  -0.9164
C 1.04791 -0.15167 -2.00685  0.7183
O 1.27683 -0.95017 -2.85313  -0.5112
C 1.79311 1.09567 -1.90682  0.6938
C 3.09546 1.16731 -2.27089  -1.2590
C 1.14343 2.24679 -1.23734  -0.9070
H -3.85729 -1.48158 1.26384  0.3825
H -3.78030 -0.67212 -0.36936  0.3797
H -0.88286 -0.61750 2.50031  0.2881
H -2.47631 -0.87139 3.12005  0.4570
H -1.98955 0.76418 2.71536  0.2670
H -1.57545 -2.70461 -0.28345  0.3536
H -0.53781 -2.77124 -1.84937  0.2593
H 0.10980 -3.18891 -0.09156  0.3424
H 2.49959 0.75778 1.46706  0.2967
H 1.68080 -0.33041 2.70283  0.3656
H 0.93739 1.06276 2.07900  0.3609
H 3.70974 2.03007 -2.14920  0.3360
H 3.53984 0.43281 -2.86785  0.3369
H 0.85964 1.84023 -0.24319  0.0266
H 1.74844 3.13992 -1.26094  0.4676
H 0.10035 2.62253 -1.69474  0.2191

Cartesian forces (eV/Å) of the 3 atoms listed first:
C 1.25 1.02 1.21
C -2.14 -0.72 -1.05
C -0.52 2.61 1.48

=====

(2)
ORCA calculation (ωB97M-V with the def2-TZVPD basis set) on a molecular structure, C21H28IN5O8Sr.

Values from the calculation:
* charge: -2
* E_LUMO: 4.276 eV
* DFT total energy: -55005.59634 eV
* relative energy (zero: lowest compared OMol25 entry of this formula, charge and spin): 0.844 eV
* orbital gap: 7.45 eV

Last column: Mulliken charge in e.
Element x y z (Å)
Sr 0.23560 -1.25153 0.25540  1.5048
O 2.42071 -1.30577 4.33208  -0.8617
C 1.82736 -1.08173 3.26708  0.1128
O 1.63511 -1.84420 2.28481  -0.5746
C 1.20332 0.31709 3.11098  -0.6567
N 1.26467 0.85222 1.74040  1.4216
C 2.67011 1.04517 1.31771  -1.8275
C 3.22474 0.01988 0.32573  -1.2547
N 2.59114 -0.06448 -1.00024  1.5364
C 2.77282 1.14009 -1.81347  -1.4340
C 1.75706 2.27035 -1.67362  -1.5733
N 0.38570 1.82168 -1.75176  1.3627
C -0.58556 2.77634 -1.26775  -1.6593
C -1.80155 2.10121 -0.65285  -1.3207
N -1.56128 1.24859 0.50514  1.7911
C -1.00598 1.95384 1.65737  -1.6480
C 0.51336 2.10398 1.68570  -1.1967
C -2.83915 0.63596 0.86837  -0.9011
C -2.74321 -0.48919 1.92082  0.4466
O -3.75267 -0.67793 2.61452  -0.8804
O -1.64565 -1.11195 1.95296  -0.5311
C 0.02266 1.25219 -3.04568  -1.2720
C -0.42058 -0.23176 -3.10352  0.1049
O -0.51499 -0.69339 -4.24858  -0.8410
O -0.71113 -0.78409 -2.00937  -0.4382
C 3.24782 -1.16403 -1.73964  -0.7610
C 3.01892 -2.59292 -1.21578  0.0919
O 3.91600 -3.40471 -1.48544  -0.8541
O 1.92933 -2.78981 -0.62283  -0.6240
H 1.68158 1.01758 3.81165  0.3250
H 0.15397 0.20186 3.39278  0.2444
H 3.32027 0.99010 2.20003  0.4966
H 2.79206 2.05703 0.92290  0.8091
H 3.14209 -0.96560 0.78498  0.6717
H 4.30196 0.24113 0.20135  0.3907
H 2.74168 0.81749 -2.85448  0.6318
H 3.78121 1.56653 -1.65769  0.4119
H 2.00431 3.00294 -2.47114  0.3400
H 1.89868 2.79857 -0.73319  0.6505
H -0.95597 3.42530 -2.08415  0.4711
H -0.12230 3.45167 -0.54882  0.6772
H -2.25907 1.47049 -1.41909  0.4163
H -2.53303 2.89519 -0.39872  0.4501
H -1.31681 1.41523 2.55209  0.6925
H -1.44259 2.96821 1.73992  0.2821
H 0.75926 2.73785 2.55821  0.3258
H 0.84013 2.64882 0.81089  0.3563
H -3.26027 0.17699 -0.03090  0.3511
H -3.56287 1.38743 1.22409  0.1703
H 0.83555 1.38165 -3.76575  0.3612
H -0.82678 1.80973 -3.46296  0.5278
H 4.33112 -0.98564 -1.80622  0.3450
H 2.84447 -1.17106 -2.75541  0.4023
I -1.08290 -4.58872 2.39709  0.0418
C -2.35982 -3.76448 0.95698  0.1577
C -3.69492 -3.55042 1.27054  -0.4978
C -4.49263 -2.99330 0.29045  -0.0615
C -3.94271 -2.69165 -0.94725  -0.8574
C -2.59319 -2.93120 -1.14931  -0.0725
N -1.80977 -3.45789 -0.20169  -0.3885
H -4.06804 -3.75270 2.26204  0.3275
H -5.52883 -2.76467 0.50639  0.3401
H -4.53488 -2.24341 -1.73439  0.3870
H -2.09567 -2.65217 -2.06975  0.5600

Cartesian forces (eV/Å) of the 3 atoms listed first:
Sr -0.06 -0.03 -0.14
O -0.01 -0.05 -0.02
C 0.04 0.09 -0.02

=====

(3)
ORCA calculation (ωB97M-V with the def2-TZVPD basis set) on 2 unconnected molecules or ions with the total composition C29H24O2.

Values from the calculation:
* E_LUMO: -2.013 eV
* DFT total energy: -34553.51673 eV
* relative energy (zero: lowest compared OMol25 entry of this formula, charge and spin): 2.380 eV
* orbital gap: 3.91 eV

Last column: Mulliken charge in e.
Element x y z (Å)
C -0.28559 -1.44367 6.40735  -0.8255
O -1.37839 -1.56020 5.46400  -0.4431
C -1.11720 -1.42586 4.13974  1.0032
C -2.23043 -1.41741 3.25939  -0.6725
C -2.05215 -1.10336 1.93799  -0.6652
C -0.76351 -0.79579 1.39647  0.6911
C -0.70083 -0.34155 0.04846  -1.1769
C 0.48362 -0.02583 -0.69176  0.9544
C 0.45173 -0.12953 -2.11515  -0.7115
C 1.54569 0.19374 -2.89251  -0.4473
C 2.72400 0.62095 -2.26495  0.1808
O 3.82463 0.93477 -3.06181  -0.4949
C 4.78706 -0.06270 -3.26662  0.5220
C 4.83821 -0.66262 -4.52783  -0.3390
C 5.70070 -1.74079 -4.71885  -0.3670
C 6.54479 -2.15901 -3.68533  -0.4860
C 6.51276 -1.51089 -2.44681  -0.4837
C 5.62586 -0.45483 -2.22222  -0.3520
C 2.79712 0.76816 -0.87717  -0.4055
C 1.67730 0.48782 -0.10800  -0.7718
C 0.35298 -0.98445 2.26772  -0.9095
C 0.18679 -1.25069 3.61369  -0.4991
H -0.75645 -1.62255 7.37397  0.2434
H 0.48916 -2.19852 6.21479  0.3305
H 0.15690 -0.43790 6.37957  0.3515
H -3.21489 -1.61949 3.67712  0.4149
H -2.91690 -1.07723 1.27315  0.4221
H -1.60548 -0.48669 -0.54212  0.3943
H -0.46402 -0.47760 -2.59901  0.3984
H 1.52434 0.11916 -3.98053  0.3936
H 4.17901 -0.29181 -5.31287  0.4238
H 5.71285 -2.24155 -5.68797  0.3448
H 7.23820 -2.98500 -3.85145  0.3657
H 7.17997 -1.82027 -1.64147  0.3463
H 5.56909 0.06439 -1.26465  0.2595
H 3.72689 1.11795 -0.42524  0.4853
H 1.71708 0.69216 0.96062  0.7155
H 1.36576 -0.93337 1.87981  0.7507
H 1.05466 -1.31355 4.27574  0.3363
C -3.82743 2.39381 -2.01463  -1.1374
C -2.45422 2.32371 -1.64103  -0.6434
C -2.37564 1.90590 -0.28114  -0.9362
C -3.71266 1.76676 0.22100  0.5264
C -4.62920 2.03771 -0.88569  0.5145
C -6.01156 1.92838 -0.68588  -0.4656
C -6.49347 1.55231 0.57237  -0.4751
C -5.61052 1.30469 1.64361  -0.6003
C -4.22745 1.41783 1.47360  -0.3281
H -4.23721 2.68802 -2.98034  0.4091
H -1.60574 2.52662 -2.29326  0.4877
H -1.49425 1.87877 0.35505  0.7156
H -6.68894 2.13849 -1.51600  0.3730
H -7.56860 1.45093 0.73324  0.3538
H -6.01137 1.02235 2.61883  0.3680
H -3.53304 1.23933 2.29499  0.5606

Cartesian forces (eV/Å) of the 3 atoms listed first:
C -0.46 -0.11 -0.46
O 0.51 -0.07 -0.08
C 0.21 0.43 -0.33

=====

(4)
ORCA calculation (ωB97M-V with the def2-TZVPD basis set) on 13 unconnected molecules or ions with the total composition H26O13.

Values from the calculation:
* E_LUMO: -1.221 eV
* DFT total energy: -27038.59471 eV
* relative energy (zero: lowest compared OMol25 entry of this formula, charge and spin): 3.352 eV
* orbital gap: 8.21 eV

Last column: Mulliken charge in e.
Element x y z (Å)
O 0.96622 -2.07765 -3.08453  -0.6630
H 0.60600 -2.05773 -2.17772  0.4373
H 1.60387 -1.36476 -3.13647  0.3228
O -1.67216 -0.63973 -2.94327  -0.5471
H -2.39209 -0.69238 -3.63915  0.2702
H -1.83063 -1.43757 -2.41510  0.2522
O 0.73224 1.72299 -3.06883  -0.6036
H 0.44576 2.00890 -2.16574  0.4258
H 0.06137 2.07490 -3.66583  0.2662
O -1.97655 1.75889 -1.48936  -0.6736
H -1.83322 1.02948 -2.12472  0.4805
H -1.64776 1.27338 -0.75935  0.2371
O 2.59623 2.12200 2.28134  -0.6289
H 1.70337 2.37332 2.06119  0.4450
H 3.17505 2.90561 2.57873  0.2978
O -0.15076 2.51790 2.08894  -0.5991
H -1.08078 2.44334 2.13300  0.2467
H 0.13292 2.86951 2.92192  0.2222
O 0.18291 -0.36441 2.78313  -0.6839
H 0.42204 -0.48688 3.71033  0.2711
H -0.75292 -0.41886 2.85919  0.2500
O 0.80761 2.77132 -0.55674  -0.6745
H 0.69943 1.84313 -0.32314  0.2017
H 0.02332 3.17996 -0.25220  0.3537
O 2.38925 -0.92493 0.00076  -0.6664
H 1.56848 -0.47345 0.05341  0.2339
H 2.14640 -1.77217 0.37329  0.4320
O 0.96376 -2.71446 1.60439  -0.7169
H 0.54890 -2.01590 2.14194  0.3853
H 0.36108 -3.41404 1.90667  0.3291
O 0.05468 0.16955 0.15924  -0.0149
H -0.69230 -0.37048 -0.07718  -0.2316
H 0.03540 0.20609 1.08373  0.4121
O -2.51540 -1.19677 0.51083  -0.5487
H -2.32399 -2.03124 0.91541  0.2683
H -2.70486 -0.61196 1.23707  0.2741
O -0.27337 -2.44569 -0.74079  -0.4638
H 0.13918 -2.40334 0.11411  0.1927
H -0.51866 -3.35588 -0.89851  0.2081

Cartesian forces (eV/Å) of the 3 atoms listed first:
O -0.10 -0.46 0.03
H 0.49 0.24 -0.56
H 0.02 0.25 0.10